Below is C2H7N2OS as an isolated structure at a distorted geometry, with properties calculated with the ωB97M-V functional and the def2-TZVPD basis.

Each line ends with the natural charge from an NBO analysis.
CARTESIAN COORDINATES (ANGSTROEM)
1 C -0.08241 1.37464 -0.30537  0.79
2 C 0.15464 -2.52924 0.43419  -0.78
3 N 0.18389 1.46954 0.94037  -0.76
4 N -0.61039 2.06115 -1.24661  -0.75
5 O 0.45899 -0.25826 -0.87084  -0.70
6 S 1.26968 -1.12843 0.14299  0.67
7 H -0.69477 -2.25579 1.04874  0.24
8 H 0.75819 -3.28470 0.92976  0.26
9 H -0.16747 -2.89693 -0.53575  0.25
10 H 0.03741 2.27567 1.53868  0.45
11 H 0.64263 0.62799 1.34776  0.42
12 H -0.93667 3.02015 -1.12931  0.45
13 H -0.67964 1.64548 -2.17085  0.46

As for the net charge: +1. The energy relative to the best compared isomer or geometry (same formula, charge and spin) is 1.591 eV. For the HOMO-LUMO gap (alpha / beta), the calculation gives 8.92 / 8.92 eV. The LUMO energy (alpha / beta) is -0.1583 / -0.1583 Ha.

***

Below is a 2-piece molecular cluster, C8H17ClNO2S overall, with properties calculated with the ωB97M-V functional and the def2-TZVPD basis.

Each line ends with the natural charge from an NBO analysis.
CARTESIAN COORDINATES (ANGSTROEM)
1 Cl -0.63730 1.10887 4.81455  -0.03
2 C -0.49624 1.52253 3.08884  -0.37
3 C 0.35236 0.49660 2.35094  -0.42
4 C 0.20312 0.58425 0.82479  -0.43
5 C 1.32141 1.35433 0.16506  -0.05
6 C 1.61655 2.78019 0.58117  -0.52
7 S 2.77790 3.34059 -0.73038  0.45
8 C 1.93816 2.36561 -1.83588  0.02
9 N 1.14947 1.48443 -1.30737  -0.47
10 H -1.50442 1.57190 2.68118  0.22
11 H -0.06828 2.52465 3.05275  0.20
12 H 0.07138 -0.49851 2.69065  0.24
13 H 1.40037 0.63510 2.63368  0.21
14 H -0.76427 1.01776 0.55380  0.22
15 H 0.21355 -0.41255 0.38467  0.26
16 H 2.26379 0.79605 0.26710  0.22
17 H 2.03119 2.88328 1.57937  0.27
18 H 0.74607 3.43089 0.46576  0.24
19 H 2.03540 2.47962 -2.90851  0.27
20 H 0.52518 0.88722 -1.83767  0.46
21 C -0.70384 -2.67568 -1.75424  -0.09
22 C -1.71475 -3.78043 -1.53116  -0.10
23 O -2.96978 -3.40674 -2.08597  -0.72
24 O -1.19634 -1.45195 -1.21120  -0.76
25 H 0.23735 -2.91064 -1.25418  0.18
26 H -0.50556 -2.56139 -2.82720  0.16
27 H -1.89330 -3.89907 -0.46223  0.19
28 H -1.35285 -4.73107 -1.93054  0.18
29 H -2.93363 -3.48805 -3.04420  0.47
30 H -2.14269 -1.44781 -1.41359  0.49

As for the net charge: +1. For the HOMO-LUMO gap, the calculation gives 8.74 eV. The LUMO energy is -0.1623 Ha.